Entry 1:
DFT (the ωB97M-V functional and the def2-TZVPD basis) results for a molecular structure, C42H40N8OPbS at a distorted geometry.

* frontier orbital gap (alpha / beta): 4.4 / 7.1 eV
* E_HOMO (alpha / beta): -13.213 / -13.229 eV
* charge: +2
* LUMO (alpha / beta): -8.80 / -6.18 eV
* relative energy (zero: lowest compared OMol25 entry of this formula, charge and spin): 300.7 kJ/mol
* calculated total energy: -74238.597 eV

Geometry (Å):
1 Pb -1.870 -14.951 10.657
2 C 1.687 -15.329 12.482
3 N 0.795 -14.227 12.040
4 C 1.428 -13.379 11.020
5 C 1.668 -14.155 9.760
6 C 2.971 -14.580 9.387
7 C 3.131 -15.282 8.177
8 C 2.014 -15.422 7.331
9 C 0.794 -14.961 7.798
10 N 0.587 -14.373 8.995
11 C 0.342 -13.440 13.165
12 C -0.728 -12.408 12.813
13 C -1.034 -11.415 13.735
14 C -2.095 -10.527 13.453
15 C -2.765 -10.684 12.251
16 C -2.397 -11.709 11.359
17 N -1.420 -12.570 11.668
18 C 1.035 -16.688 12.552
19 C 1.499 -17.557 13.583
20 C 0.968 -18.832 13.621
21 C 0.024 -19.238 12.636
22 C -0.290 -18.357 11.608
23 N 0.213 -17.092 11.584
24 H 2.084 -15.083 13.502
25 H 2.500 -15.441 11.766
26 H 2.412 -13.013 11.412
27 H 0.786 -12.514 10.777
28 H 3.822 -14.337 10.014
29 H 4.126 -15.630 7.861
30 H 2.112 -15.876 6.331
31 H -0.131 -15.052 7.184
32 H 1.150 -12.883 13.683
33 H -0.105 -14.085 13.955
34 H -0.477 -11.320 14.669
35 H -2.339 -9.756 14.178
36 H -3.534 -9.966 11.909
37 H -4.189 -11.698 10.213
38 H 2.197 -17.242 14.348
39 H 1.271 -19.565 14.374
40 H -0.455 -20.219 12.703
41 H -0.956 -18.635 10.782
42 C -4.400 -19.510 10.567
43 N -4.985 -18.378 9.918
44 C -6.323 -17.928 10.110
45 C -6.550 -16.980 9.226
46 N -5.372 -16.688 8.542
47 C -4.355 -17.565 8.951
48 S -2.759 -17.657 8.519
49 C -5.212 -15.531 7.728
50 C -6.079 -14.416 7.982
51 C -6.129 -13.333 7.133
52 C -5.210 -13.285 6.025
53 C -4.356 -14.351 5.914
54 N -4.311 -15.455 6.746
55 H -5.142 -20.305 10.666
56 H -4.008 -19.271 11.578
57 H -3.548 -19.870 9.964
58 H -7.005 -18.366 10.825
59 H -7.451 -16.408 9.002
60 H -6.801 -14.463 8.777
61 H -6.855 -12.543 7.244
62 H -5.236 -12.422 5.325
63 H -3.650 -14.393 5.063
64 N -3.168 -15.590 12.879
65 C -4.004 -15.383 13.777
66 C -3.647 -15.590 15.276
67 C -4.121 -16.643 16.058
68 C -3.479 -16.945 17.296
69 C -2.496 -16.112 17.789
70 C -2.185 -14.942 17.077
71 C -2.753 -14.686 15.845
72 C -5.415 -14.941 13.540
73 C -6.312 -14.591 14.553
74 C -7.558 -14.110 14.229
75 C -8.009 -13.968 12.893
76 C -7.140 -14.367 11.893
77 C -5.856 -14.830 12.222
78 H -4.913 -17.326 15.687
79 H -3.874 -17.838 17.833
80 H -1.955 -16.322 18.738
81 H -1.502 -14.204 17.518
82 H -2.443 -13.787 15.287
83 H -6.065 -14.682 15.614
84 H -8.247 -13.851 15.032
85 H -9.048 -13.625 12.742
86 H -7.418 -14.349 10.820
87 H -5.114 -15.104 11.457
88 C -2.596 -10.914 8.953
89 C -3.104 -11.879 10.038
90 O -2.897 -13.201 9.642
91 H -2.718 -9.857 9.291
92 H -3.225 -11.045 8.018
93 H -1.525 -11.141 8.758


Entry 2:
DFT (the ωB97M-V functional and the def2-TZVPD basis) results for a molecular structure, C42H41BiN6O4PS.

* frontier orbital gap: 7.2 eV
* E_HOMO: -10.144 eV
* charge: +1
* LUMO: -2.92 eV
* relative energy (zero: lowest compared OMol25 entry of this formula, charge and spin): 71.8 kJ/mol
* calculated total energy: -87310.518 eV

Geometry (Å):
1 Bi 0.802 -0.405 0.427
2 O 3.871 -2.814 -1.190
3 C 2.744 -2.402 -1.021
4 N 2.174 -2.086 0.188
5 C 2.647 -2.659 1.400
6 C 3.356 -3.854 1.462
7 C 3.647 -4.421 2.693
8 C 3.234 -3.802 3.862
9 C 2.533 -2.607 3.816
10 C 2.253 -2.018 2.584
11 N 1.633 -0.756 2.406
12 C 1.454 0.131 3.432
13 O 1.449 -0.121 4.619
14 C 1.337 1.574 2.992
15 C 1.361 2.586 3.932
16 C 1.395 3.897 3.484
17 C 1.396 4.149 2.121
18 C 1.325 3.076 1.251
19 N 1.298 1.814 1.681
20 C 1.806 -2.336 -2.203
21 C 2.329 -2.385 -3.487
22 C 1.451 -2.533 -4.546
23 C 0.092 -2.631 -4.281
24 C -0.341 -2.537 -2.967
25 N 0.498 -2.382 -1.940
26 H 3.685 -4.329 0.552
27 H 4.199 -5.350 2.732
28 H 3.454 -4.249 4.823
29 H 2.212 -2.123 4.723
30 H 1.372 2.323 4.980
31 H 1.426 4.718 4.189
32 H 1.426 5.158 1.737
33 H 1.276 3.224 0.178
34 H 3.401 -2.355 -3.623
35 H 1.820 -2.592 -5.561
36 H -0.625 -2.775 -5.077
37 H -1.392 -2.587 -2.714
38 C -3.786 -2.083 -0.162
39 O -2.842 -1.524 -1.055
40 C -3.094 -0.148 -1.286
41 C -2.297 0.325 -2.477
42 O -1.019 0.760 -2.030
43 C -0.117 0.988 -3.096
44 H -4.800 -2.009 -0.566
45 H -3.760 -1.580 0.813
46 H -3.533 -3.133 -0.027
47 H -2.800 0.442 -0.409
48 H -4.164 0.019 -1.454
49 H -2.809 1.161 -2.969
50 H -2.200 -0.489 -3.199
51 H 0.204 0.049 -3.556
52 H 0.753 1.505 -2.689
53 H -0.564 1.621 -3.869
54 C -1.331 3.968 -1.840
55 P -1.753 3.280 -0.192
56 C -1.582 4.763 0.884
57 C -0.860 5.892 0.503
58 C -0.653 6.940 1.395
59 C -1.159 6.870 2.683
60 C -1.882 5.748 3.075
61 C -2.085 4.707 2.184
62 C -3.582 3.134 -0.305
63 C -4.226 2.301 0.612
64 C -5.605 2.151 0.599
65 C -6.365 2.821 -0.350
66 C -5.737 3.640 -1.278
67 C -4.357 3.798 -1.254
68 H -1.746 4.962 -2.003
69 H -1.715 3.290 -2.603
70 H -0.247 4.019 -1.957
71 H -0.449 5.973 -0.496
72 H -0.100 7.814 1.076
73 H -1.005 7.688 3.374
74 H -2.291 5.689 4.075
75 H -2.658 3.841 2.502
76 H -3.641 1.750 1.341
77 H -6.085 1.506 1.325
78 H -7.440 2.704 -0.369
79 H -6.323 4.166 -2.021
80 H -3.897 4.453 -1.981
81 N -0.507 -3.717 0.549
82 C -1.046 -2.920 1.468
83 N -0.975 -1.607 1.433
84 C -1.665 -1.021 2.498
85 C -1.799 0.341 2.732
86 C -2.467 0.753 3.873
87 C -3.013 -0.171 4.762
88 C -2.902 -1.532 4.522
89 C -2.222 -1.939 3.386
90 S -1.922 -3.566 2.828
91 H -0.104 -3.330 -0.300
92 H -0.536 -4.715 0.665
93 H -1.399 1.072 2.033
94 H -2.567 1.812 4.077
95 H -3.530 0.174 5.646
96 H -3.326 -2.253 5.207


Entry 3:
DFT (the ωB97M-V functional and the def2-TZVPD basis) results for a molecular structure, C42H41BrO2P2Re at a distorted geometry.

* frontier orbital gap (alpha / beta): 3.9 / 4.9 eV
* spin multiplicity: 4
* E_HOMO (alpha / beta): -13.453 / -13.449 eV
* charge: +2
* LUMO (alpha / beta): -9.53 / -8.53 eV
* relative energy (zero: lowest compared OMol25 entry of this formula, charge and spin): 0.0 kJ/mol
* calculated total energy: -139044.282 eV

Geometry (Å):
1 Re 0.275 0.690 1.564
2 C 0.649 -2.295 -3.961
3 C 0.053 -1.132 -4.242
4 C -1.303 -1.037 -4.892
5 C -2.384 -2.076 -4.470
6 C -2.399 -2.558 -3.050
7 C -1.707 -3.619 -2.616
8 C -0.788 -4.411 -3.484
9 C 0.115 -3.610 -4.457
10 C -0.691 0.547 3.465
11 H 1.616 -2.327 -3.443
12 H 0.613 -0.188 -4.155
13 H -1.188 -1.140 -5.988
14 H -1.730 -0.034 -4.721
15 H -3.358 -1.584 -4.639
16 H -2.350 -2.926 -5.167
17 H -3.150 -2.080 -2.418
18 H -1.958 -4.119 -1.679
19 H -1.390 -5.118 -4.086
20 H -0.135 -5.027 -2.847
21 H 0.975 -4.260 -4.675
22 H -0.427 -3.489 -5.408
23 H 0.174 0.257 4.081
24 H -1.513 -0.175 3.611
25 H -1.030 1.555 3.754
26 P 0.755 0.968 -0.622
27 P -1.344 -0.684 1.068
28 C -0.582 0.076 -1.455
29 C -1.472 -0.631 -0.725
30 C 0.768 2.609 -1.467
31 C 0.317 2.808 -2.785
32 C 0.377 4.089 -3.351
33 C 0.839 5.174 -2.593
34 C 1.250 4.983 -1.269
35 C 1.207 3.704 -0.710
36 C 2.371 0.189 -1.103
37 C 2.687 -1.046 -0.517
38 C 3.942 -1.622 -0.736
39 C 4.867 -0.985 -1.572
40 C 4.544 0.240 -2.168
41 C 3.304 0.840 -1.927
42 C -3.079 -0.323 1.580
43 C -3.479 1.017 1.527
44 C -4.741 1.391 2.004
45 C -5.611 0.410 2.499
46 C -5.214 -0.931 2.537
47 C -3.948 -1.307 2.076
48 C -1.140 -2.436 1.570
49 C -0.523 -2.759 2.782
50 C -0.350 -4.103 3.126
51 C -0.735 -5.113 2.235
52 C -1.323 -4.783 1.006
53 C -1.559 -3.438 0.701
54 H -0.655 0.157 -2.535
55 H -2.330 -1.136 -1.148
56 H -0.088 1.979 -3.369
57 H 0.049 4.245 -4.380
58 H 0.870 6.175 -3.025
59 H 1.594 5.820 -0.658
60 H 1.494 3.547 0.333
61 H 1.967 -1.533 0.153
62 H 4.193 -2.564 -0.244
63 H 5.841 -1.442 -1.754
64 H 5.266 0.744 -2.811
65 H 3.062 1.813 -2.364
66 H -2.791 1.779 1.140
67 H -5.033 2.444 1.993
68 H -6.598 0.697 2.866
69 H -5.881 -1.696 2.939
70 H -3.632 -2.350 2.110
71 H -0.185 -1.956 3.440
72 H 0.103 -4.357 4.085
73 H -0.572 -6.161 2.497
74 H -1.586 -5.567 0.292
75 H -2.055 -3.141 -0.221
76 Br 4.218 1.366 3.595
77 C 3.478 2.962 4.284
78 C 4.198 3.612 5.289
79 C 3.728 4.790 5.879
80 C 2.513 5.341 5.463
81 C 1.770 4.704 4.473
82 C 2.245 3.531 3.869
83 C 1.332 2.922 2.843
84 O 0.226 3.448 2.576
85 O 1.766 1.824 2.267
86 H 5.143 3.185 5.611
87 H 4.318 5.279 6.650
88 H 2.129 6.257 5.915
89 H 0.806 5.099 4.159